Density functional theory data (ωB97M-V/def2-TZVPD) for a cluster of 17 separate species, C74H192N10O34 in total at a distorted geometry.

```
310
Properties=species:S:1:pos:R:3
C 2.01 2.01 -5.31
O 3.04 1.08 -5.11
C 3.96 1.16 -6.20
C 5.10 0.12 -5.99
N 6.30 0.59 -6.71
C 7.44 -0.27 -6.63
C 8.72 0.29 -7.36
O 8.36 0.35 -8.77
C 9.39 1.03 -9.53
H 2.36 2.95 -5.74
H 1.56 2.24 -4.34
H 1.20 1.59 -5.91
H 4.47 2.11 -6.34
H 3.46 0.88 -7.13
H 4.79 -0.90 -6.25
H 5.28 0.07 -4.91
H 6.12 0.66 -7.70
H 7.24 -1.23 -7.09
H 7.63 -0.45 -5.57
H 9.54 -0.41 -7.20
H 9.00 1.27 -6.97
H 9.10 0.92 -10.58
H 10.42 0.66 -9.51
H 9.47 2.08 -9.27
C -6.93 -2.79 -0.99
O -5.75 -3.21 -0.33
C -4.94 -2.16 0.11
C -3.51 -2.73 0.42
N -2.75 -2.94 -0.80
C -1.40 -3.41 -0.64
C -0.67 -3.63 -1.98
O -1.20 -4.78 -2.68
C -0.64 -4.89 -3.99
H -7.65 -2.41 -0.26
H -7.38 -3.61 -1.54
H -6.87 -2.08 -1.82
H -5.32 -1.77 1.06
H -4.87 -1.39 -0.65
H -3.56 -3.66 0.98
H -2.98 -2.05 1.08
H -3.26 -3.68 -1.26
H -1.36 -4.39 -0.17
H -0.89 -2.74 0.05
H 0.40 -3.82 -1.92
H -0.92 -2.74 -2.56
H -0.77 -5.87 -4.45
H 0.43 -4.67 -4.02
H -1.15 -4.13 -4.59
C 0.51 4.25 -0.24
O 0.07 3.51 -1.33
C -1.13 3.98 -1.98
C -1.53 2.98 -3.15
N -2.53 3.55 -4.08
C -2.19 4.67 -4.95
C -0.94 4.42 -5.85
O -0.84 5.41 -6.88
C -0.07 6.56 -6.63
H -0.35 4.44 0.41
H 0.90 5.23 -0.52
H 1.22 3.72 0.39
H -0.84 4.95 -2.37
H -1.96 4.20 -1.30
H -1.99 2.13 -2.64
H -0.65 2.62 -3.67
H -3.34 3.02 -4.38
H -2.08 5.57 -4.35
H -3.06 4.85 -5.58
H -1.02 3.46 -6.37
H -0.04 4.35 -5.25
H -0.53 7.00 -5.74
H -0.28 7.20 -7.48
H 1.01 6.45 -6.52
C -5.17 -4.88 -6.63
O -4.35 -4.55 -5.61
C -4.89 -3.69 -4.64
C -4.94 -2.19 -5.17
N -3.65 -1.48 -5.35
C -2.96 -1.05 -4.15
C -1.51 -0.65 -4.36
O -0.77 -1.66 -5.08
C 0.61 -1.47 -5.00
H -6.18 -5.21 -6.36
H -4.64 -5.69 -7.13
H -5.30 -4.11 -7.38
H -4.28 -3.80 -3.75
H -5.90 -4.00 -4.38
H -5.53 -1.63 -4.44
H -5.52 -2.11 -6.09
H -2.95 -2.04 -5.81
H -2.94 -1.88 -3.45
H -3.40 -0.19 -3.65
H -0.95 -0.37 -3.47
H -1.45 0.30 -4.88
H 1.14 -2.22 -5.59
H 0.90 -1.57 -3.96
H 0.86 -0.45 -5.30
C -7.68 2.82 9.69
O -6.95 2.41 8.55
C -5.50 2.30 8.79
C -4.78 1.96 7.51
N -4.16 3.15 6.90
C -3.60 2.93 5.57
C -4.66 2.67 4.57
O -4.82 1.27 4.32
C -3.87 0.81 3.33
H -7.56 2.22 10.59
H -8.73 2.67 9.47
H -7.41 3.82 10.04
H -5.41 1.45 9.46
H -5.04 3.13 9.33
H -5.46 1.46 6.82
H -4.00 1.23 7.70
H -4.80 3.93 6.93
H -2.83 2.16 5.60
H -3.11 3.87 5.30
H -4.53 3.16 3.60
H -5.59 3.09 4.98
H -2.84 0.80 3.67
H -3.89 1.24 2.33
H -4.13 -0.23 3.10
C -2.38 -9.15 -5.57
O -2.60 -8.60 -4.27
C -3.68 -7.72 -4.28
C -3.62 -6.83 -2.99
N -4.26 -7.45 -1.80
C -4.31 -6.49 -0.67
C -4.79 -7.17 0.56
O -3.79 -8.10 0.97
C -4.20 -8.92 2.14
H -1.99 -8.42 -6.28
H -3.29 -9.52 -6.04
H -1.72 -10.02 -5.54
H -4.62 -8.27 -4.33
H -3.84 -7.13 -5.19
H -4.22 -5.93 -3.12
H -2.59 -6.50 -2.80
H -3.86 -8.34 -1.55
H -5.05 -5.73 -0.95
H -3.33 -6.02 -0.51
H -5.74 -7.64 0.34
H -5.02 -6.49 1.38
H -5.06 -9.58 2.02
H -4.47 -8.28 2.98
H -3.42 -9.58 2.53
C 9.20 -7.30 2.68
O 8.42 -6.14 2.46
C 7.44 -5.93 3.50
C 6.66 -4.63 3.24
N 5.67 -4.95 2.15
C 5.14 -3.65 1.65
C 4.00 -2.95 2.46
O 2.92 -3.89 2.66
C 1.98 -3.77 1.64
H 9.93 -7.35 1.88
H 8.60 -8.19 2.48
H 9.79 -7.38 3.59
H 7.94 -5.79 4.45
H 6.74 -6.74 3.70
H 7.37 -3.90 2.86
H 6.12 -4.23 4.10
H 4.89 -5.45 2.55
H 4.64 -3.84 0.70
H 5.93 -2.94 1.39
H 3.67 -1.98 2.10
H 4.38 -2.72 3.46
H 1.58 -2.76 1.52
H 1.14 -4.42 1.88
H 2.04 -4.24 0.66
C -1.26 -1.92 3.57
O -2.12 -2.39 4.60
C -2.13 -1.67 5.82
C -2.94 -2.53 6.82
N -2.13 -3.46 7.60
C -2.91 -4.50 8.29
C -3.98 -3.92 9.22
O -4.29 -4.90 10.18
C -5.19 -4.54 11.19
H -0.21 -1.85 3.87
H -1.47 -0.88 3.32
H -1.46 -2.51 2.67
H -2.72 -0.77 5.63
H -1.10 -1.51 6.14
H -3.65 -3.14 6.26
H -3.46 -1.76 7.40
H -1.43 -3.84 6.98
H -2.23 -5.03 8.96
H -3.34 -5.28 7.66
H -4.82 -3.54 8.64
H -3.48 -3.14 9.81
H -6.12 -4.16 10.78
H -4.78 -3.75 11.82
H -5.41 -5.40 11.82
C 6.80 1.62 -1.41
O 5.48 1.27 -1.00
C 4.50 1.73 -1.89
C 3.23 0.97 -1.55
N 3.08 -0.32 -2.21
C 4.15 -1.30 -1.78
C 4.01 -2.71 -2.34
O 4.39 -2.59 -3.74
C 4.24 -3.81 -4.47
H 6.88 2.69 -1.61
H 7.13 1.00 -2.24
H 7.45 1.49 -0.55
H 4.82 1.53 -2.91
H 4.41 2.81 -1.84
H 2.33 1.47 -1.89
H 3.16 0.92 -0.47
H 3.23 -0.07 -3.18
H 4.07 -1.36 -0.70
H 5.16 -0.94 -2.01
H 2.99 -3.07 -2.25
H 4.65 -3.38 -1.77
H 4.42 -3.54 -5.51
H 3.30 -4.35 -4.35
H 4.94 -4.55 -4.07
C 5.22 3.90 1.30
O 5.97 4.41 2.41
C 5.64 3.82 3.72
C 6.76 4.09 4.85
N 6.80 5.46 5.38
C 7.61 5.55 6.58
C 7.77 7.03 7.04
O 8.40 7.83 6.01
C 8.52 9.19 6.40
H 5.57 4.27 0.34
H 4.19 4.26 1.35
H 5.29 2.81 1.23
H 5.64 2.74 3.60
H 4.60 4.08 3.91
H 7.67 3.69 4.41
H 6.44 3.43 5.66
H 7.16 6.12 4.71
H 8.58 5.11 6.36
H 7.22 4.94 7.40
H 8.46 6.97 7.89
H 6.88 7.52 7.44
H 8.92 9.71 5.52
H 9.23 9.28 7.22
H 7.52 9.56 6.63
C 2.53 5.07 -3.37
C 1.82 6.36 -3.70
O 2.70 7.06 -4.64
O 3.75 5.35 -2.67
H 2.84 4.66 -4.33
H 2.01 4.35 -2.75
H 1.48 6.96 -2.86
H 0.85 6.15 -4.17
H 2.20 7.86 -4.87
H 4.18 5.95 -3.29
C 1.07 4.80 4.59
C -0.06 4.52 5.63
O -0.03 3.17 6.00
O 0.82 4.10 3.37
H 2.05 4.54 4.98
H 1.10 5.87 4.38
H -1.11 4.81 5.52
H 0.23 5.09 6.51
H -0.54 3.07 6.81
H 0.03 4.55 3.08
C -5.90 1.08 -6.03
C -6.70 1.50 -4.78
O -6.76 0.57 -3.70
O -4.51 1.07 -5.67
H -6.02 1.78 -6.86
H -6.20 0.10 -6.39
H -7.72 1.74 -5.06
H -6.23 2.39 -4.35
H -6.00 0.79 -3.16
H -4.32 0.14 -5.50
C 1.10 0.52 2.92
C 2.46 1.25 2.61
O 2.91 1.89 3.77
O -0.10 1.35 2.86
H 1.09 -0.06 3.84
H 1.03 -0.27 2.18
H 2.36 2.03 1.86
H 3.23 0.54 2.28
H 2.37 2.64 4.03
H 0.17 2.11 3.38
C -2.41 5.73 2.64
C -3.14 5.25 1.36
O -4.53 4.98 1.51
O -1.02 5.97 2.37
H -2.30 4.88 3.31
H -2.94 6.55 3.14
H -2.69 4.32 1.02
H -2.98 6.04 0.62
H -4.86 4.83 0.63
H -0.93 6.91 2.22
C -0.05 0.49 -0.70
C -1.40 0.24 -0.14
O -2.37 -0.33 -1.03
O 0.66 -0.75 -0.89
H 0.70 1.13 -0.22
H -0.26 1.08 -1.60
H -1.85 1.14 0.28
H -1.35 -0.43 0.72
H -2.37 -1.28 -0.91
H 1.53 -0.57 -1.27
C -4.82 2.30 -0.75
C -5.59 3.43 -1.52
O -5.74 4.67 -0.85
O -4.82 1.10 -1.46
H -5.14 2.20 0.28
H -3.78 2.58 -0.56
H -6.60 3.04 -1.67
H -5.20 3.59 -2.52
H -5.85 5.36 -1.51
H -3.93 0.74 -1.42
```

The calculation puts the relative energy (zero: lowest compared OMol25 entry of this formula, charge and spin) at 0.0 kcal/mol. The HOMO-LUMO gap comes out at 8.15 eV. As for the calculated total energy: -6039.646894 Eh. The highest occupied orbital energy comes out at -0.296 hartree. The total charge is 0.